[1]
ORCA calculation (the ωB97M-V functional and the def2-TZVPD basis) on C25H21AsF10GdN4OS5 as an isolated structure.

CARTESIAN COORDINATES (ANGSTROEM)
Gd1 0.00026 -0.23709 -0.01312
S1 0.24842 -2.63685 -1.24166
As1 2.22729 -1.82781 -0.74440
S2 2.13547 -1.51827 1.42477
S3 2.20856 0.19414 -1.61400
S4 3.87646 -2.97604 -1.31296
C1 2.46298 2.61695 3.70919
C2 1.66241 1.61548 2.83866
N1 1.97428 1.80537 1.42580
C3 1.64011 3.16277 1.01755
C4 2.49650 4.18284 1.81281
N2 3.33030 3.41786 2.79284
C5 4.26026 2.50596 2.05690
C6 3.39847 1.56579 1.18283
H1 3.10702 2.11336 4.42927
H2 1.80915 3.30703 4.24222
H3 0.59897 1.78248 2.97942
H4 1.89556 0.58454 3.09862
H5 0.57640 3.33006 1.17456
H6 1.82483 3.25299 -0.04976
H7 1.88451 4.89369 2.36714
H8 3.17553 4.73536 1.16421
H9 3.87323 4.07289 3.34767
H10 4.84674 1.95519 2.79263
H11 4.93321 3.12310 1.46183
H12 3.60702 0.52089 1.40548
H13 3.59493 1.71130 0.12433
N3 -2.97995 -2.84260 0.04948
C7 -3.02966 -1.83433 -0.84217
S5 -3.22115 -0.23763 -0.34489
N4 -2.94648 -2.12070 -2.15959
C8 -2.69350 -3.37250 -2.77488
C9 -3.39884 -4.52345 -2.43299
C10 -3.11476 -5.72127 -3.07196
C11 -2.14690 -5.77830 -4.06224
C12 -1.47351 -4.62146 -4.42701
C13 -1.74183 -3.42347 -3.78892
H14 -2.90999 -2.54389 1.00721
H15 -2.40957 -3.64194 -0.19589
H16 -2.78759 -1.31375 -2.74010
H17 -4.18010 -4.48122 -1.68780
H18 -3.66048 -6.61351 -2.79206
H19 -1.91149 -6.72010 -4.54083
H20 -0.72086 -4.64865 -5.20407
H21 -1.19280 -2.52561 -4.04567
F1 -0.47686 3.01407 -6.07556
C14 -0.41754 2.74375 -4.76052
C15 -0.03403 3.71891 -3.85625
F2 0.29683 4.93772 -4.31235
C16 0.00808 3.46333 -2.50054
F3 0.41656 4.45292 -1.67456
C17 -0.35736 2.21919 -1.94328
O1 -0.37836 1.94776 -0.68857
C18 -0.69723 1.26102 -2.92241
F4 -0.98121 0.01591 -2.45736
C19 -0.73723 1.48621 -4.27594
F5 -1.09479 0.50656 -5.11374
F6 -0.68150 -2.83876 1.98615
C20 -1.04489 -1.82403 2.80734
C21 -1.06027 -0.53625 2.28523
C22 -1.50778 0.40052 3.19582
F7 -1.57973 1.71223 2.80453
C23 -1.86354 0.13573 4.50575
F8 -2.24927 1.11924 5.34468
C24 -1.80211 -1.16610 4.96544
F9 -2.13254 -1.45422 6.23302
C25 -1.39607 -2.16749 4.10055
F10 -1.35859 -3.43781 4.53414

**Net charge**: -1
**Multiplicity**: 8
**Orbital gap (spin up / spin down)**: 5.3750 / 5.3022 eV

[2]
ORCA calculation (the ωB97M-V functional and the def2-TZVPD basis) on a 4-piece molecular cluster, C25H21BrF24N2O5S overall.

CARTESIAN COORDINATES (ANGSTROEM)
C1 4.43957 -1.38179 1.03545
O1 3.84489 -2.17765 -0.03339
C2 2.82080 -1.40283 -0.69768
C3 1.37911 -1.51275 0.02528
C4 0.39751 -0.32181 0.19869
C5 0.83808 1.12442 -0.32397
C6 0.29730 2.18310 0.79122
O2 -0.76769 2.82849 0.65638
Br1 1.47353 2.32160 2.42135
C7 -1.02945 -0.53523 0.89134
C8 -1.49566 -1.91227 1.42311
C9 -0.52031 -3.16515 1.32022
N1 -0.75440 -4.51760 1.79286
S1 0.68962 -5.32175 1.30756
N2 1.65935 -4.12786 0.54498
C10 0.88174 -2.90847 0.61770
H1 3.69814 -0.55753 1.34912
H2 4.68939 -2.11011 1.89068
H3 5.39676 -0.85728 0.65537
H4 3.15603 -0.32681 -0.88911
H5 2.67708 -1.88496 -1.74420
H6 1.98698 1.28081 -0.33215
H7 0.45288 1.35319 -1.37456
H8 -1.77547 0.33897 0.99834
H9 -2.54159 -2.02752 1.89264
C11 0.67740 6.30870 -1.08529
C12 0.94746 7.82734 -1.09829
C13 1.05915 8.47091 -2.48038
F1 2.08314 7.97420 -3.19998
F2 1.28885 9.80455 -2.36202
F3 2.04585 8.08744 -0.34846
F4 -0.09782 8.42131 -0.44813
O3 1.81134 5.45303 -0.89078
C14 2.55470 5.11681 -2.04410
C15 3.99643 5.63377 -1.98662
F5 4.03788 6.97938 -1.87661
F6 4.66897 5.31327 -3.11942
F7 1.89452 5.52498 -3.14440
F8 2.56271 3.76181 -2.09773
H10 0.05176 6.12052 -0.20726
H11 0.06503 5.98715 -1.93217
H12 0.13590 8.34244 -3.05118
H13 4.52962 5.20837 -1.13334
C16 -3.68738 0.10894 6.08649
C17 -3.68954 -0.08616 4.55642
C18 -4.87832 0.52331 3.81384
F9 -6.05336 -0.01303 4.19187
F10 -4.76693 0.29399 2.47827
F11 -3.56477 -1.40716 4.27828
F12 -2.55333 0.50517 4.07874
O4 -4.16292 -0.98733 6.87754
C19 -5.55798 -1.06976 7.09050
C20 -6.17087 -2.33858 6.48760
F13 -5.97752 -2.39762 5.15126
F14 -7.51092 -2.36987 6.69026
F15 -6.15126 0.05848 6.65464
F16 -5.72777 -1.08355 8.43339
H14 -2.63654 0.20640 6.37607
H15 -4.14359 1.05614 6.38711
H16 -4.92382 1.60518 3.96243
H17 -5.73074 -3.23378 6.93261
C21 0.65539 -4.85168 -3.22299
C22 0.93487 -6.17814 -3.95862
C23 2.37846 -6.39495 -4.41218
F17 2.78715 -5.46501 -5.29627
F18 2.50074 -7.59477 -5.03804
F19 0.07368 -6.29729 -4.99839
F20 0.61625 -7.18658 -3.09246
O5 0.09084 -3.79038 -4.00474
C24 0.99043 -2.97377 -4.72566
C25 0.78179 -3.06431 -6.24131
F21 0.95559 -4.32569 -6.69269
F22 1.67779 -2.28705 -6.89868
F23 2.25491 -3.25080 -4.35187
F24 0.75111 -1.70499 -4.31407
H18 -0.11837 -5.07346 -2.48139
H19 1.51117 -4.51308 -2.63202
H20 3.06392 -6.39318 -3.56080
H21 -0.22530 -2.74281 -6.51623

**SMILES string**: COCc1c(CC(=O)Br)ccc2nsnc12.FC(F)C(F)(F)COC(F)(F)C(F)F.FC(F)C(F)(F)COC(F)(F)C(F)F.FC(F)C(F)(F)COC(F)(F)C(F)F
**Orbital gap**: 7.4480 eV

[3]
ORCA calculation (the ωB97M-V functional and the def2-TZVPD basis) on C25H21ClN4O3STi as an isolated structure.

CARTESIAN COORDINATES (ANGSTROEM)
Ti1 0.16674 1.36697 -0.80688
C1 -1.11630 -4.29057 -1.31992
C2 -0.41419 -3.51549 -2.27991
C3 0.24665 -2.39908 -1.92875
C4 0.14572 -1.90468 -0.58403
C5 -0.68967 -2.52601 0.28874
C6 -1.33616 -3.72384 -0.10578
N1 0.92158 -0.65316 -0.21281
N2 1.48537 -0.79489 0.95429
C7 2.07738 0.37801 1.40656
C8 2.99999 0.39789 2.53046
C9 3.39241 1.58821 3.03051
C10 2.97846 2.76360 2.41476
C11 2.30593 2.83590 1.23378
C12 1.74425 1.64531 0.79460
H1 -1.55619 -5.16188 -1.68333
H2 -0.37411 -3.76337 -3.29070
H3 0.62173 -1.71271 -2.62373
H4 -0.68298 -2.29726 1.47772
H5 -2.13693 -4.22699 0.57171
H6 3.36817 -0.56854 2.83028
H7 4.06744 1.47112 3.86365
H8 3.32320 3.65370 2.85160
H9 2.22704 3.77462 0.57155
C13 -1.75118 1.80963 4.72693
C14 -0.76281 2.49491 3.92128
C15 -0.71951 2.19938 2.56311
C16 -1.50595 1.23979 1.96820
C17 -2.36805 0.44156 2.79597
C18 -2.43807 0.77635 4.16206
N3 -1.40369 1.04641 0.51570
N4 -2.41896 0.28730 0.12965
C19 -2.40131 0.00916 -1.16341
C20 -3.55197 -0.61537 -1.72188
C21 -3.48506 -1.04551 -3.05771
C22 -2.50969 -0.45587 -3.91759
C23 -1.41783 0.20233 -3.42951
C24 -1.32462 0.44619 -2.01870
H10 -1.80075 2.26761 5.68277
H11 -0.19165 3.25053 4.34589
H12 -0.05779 2.74207 1.90349
H13 -3.02022 -0.27949 2.40319
H14 -3.13095 0.15505 4.73685
H15 -4.33132 -1.19796 -1.11831
H16 -4.16850 -1.62205 -3.64790
H17 -2.49204 -0.70842 -4.96554
H18 -0.53697 0.60159 -3.97077
C25 3.47208 -0.57385 -1.95449
S1 2.59324 0.50610 -3.05716
O1 3.62275 1.51113 -3.26752
O2 2.32999 -0.27175 -4.25386
O3 1.39759 1.12096 -2.50957
H19 4.47912 -0.92135 -2.14589
H20 3.00969 -1.51440 -1.83388
H21 3.52907 0.09774 -1.06402
Cl1 -0.41020 3.66335 -0.74173

**Net charge**: -2
**Multiplicity**: 3
**Orbital gap (spin up / spin down)**: 5.1425 / 7.2236 eV
**Energy above the lowest of the compared OMol25 structures with the same formula, charge and spin**: 78.8 kJ/mol

[4]
ORCA calculation (the ωB97M-V functional and the def2-TZVPD basis) on one molecule with the formula C25H21F3N4O4S.

CARTESIAN COORDINATES (ANGSTROEM)
C1 -4.06408 -2.73264 -0.31070
H1 -4.38000 -2.24473 -1.23207
H2 -3.99015 -3.81310 -0.47425
H3 -4.79936 -2.52706 0.47180
O1 -2.80823 -2.16905 -0.00266
C2 -2.18343 -2.55546 1.14725
C3 -2.69457 -3.46660 2.06214
C4 -1.99010 -3.77087 3.21557
C5 -0.76596 -3.18315 3.47198
C6 -0.23329 -2.28873 2.56051
C7 -0.92834 -1.97817 1.40359
N1 -0.38590 -1.04869 0.48959
C8 -0.23559 -1.25456 -0.83827
C9 -0.48936 -2.38089 -1.60087
C10 -0.28457 -2.30890 -2.97110
C11 0.24321 -1.13186 -3.52141
C12 0.51141 -0.04766 -2.72968
N2 0.25547 -0.10715 -1.40249
C13 0.42241 0.83613 -0.41831
C14 0.00722 0.25477 0.79948
S1 -0.08447 0.89244 2.32586
C15 0.94364 2.17126 -0.69736
O2 1.20299 2.54115 -1.83421
N3 1.12874 2.93353 0.42218
C16 1.62183 4.23062 0.44793
C17 1.46526 5.09063 -0.64089
C18 1.94003 6.38547 -0.59617
C19 2.57751 6.86489 0.53635
C20 2.74568 6.03011 1.62400
C21 2.28317 4.72095 1.58580
C22 2.50112 3.84649 2.78737
F1 1.36759 3.62491 3.47984
F2 3.36698 4.37695 3.66604
F3 2.99855 2.63365 2.47584
H4 3.24566 6.38785 2.51081
H5 2.94329 7.87873 0.57421
H6 1.80368 7.02866 -1.45239
H7 0.97109 4.72513 -1.52454
H8 0.91275 2.46652 1.31092
H9 0.91577 0.88392 -3.09336
H10 0.43640 -1.09009 -4.58055
C23 -0.61155 -3.46848 -3.85561
O3 0.06765 -3.80206 -4.80342
N4 -1.76196 -4.08689 -3.50404
H11 -2.29094 -3.75918 -2.70969
C24 -2.23151 -5.31169 -4.10279
H12 -1.41627 -5.73275 -4.69392
H13 -3.08037 -5.10565 -4.76884
C25 -2.66600 -6.27488 -2.99356
O4 -3.68101 -5.71011 -2.19118
H14 -4.48033 -5.61773 -2.72261
H15 -2.99140 -7.22676 -3.42945
H16 -1.83030 -6.46524 -2.31660
H17 -0.81748 -3.28486 -1.11616
H18 0.72109 -1.82098 2.74138
H19 -0.22392 -3.41767 4.37386
H20 -2.41160 -4.47425 3.91730
H21 -3.64888 -3.93653 1.88758

**Orbital gap**: 7.1528 eV